Here is a structure of composition C23H27AuClN2O5PS from the OMol25 dataset. Energies are from ωB97M-V/def2-TZVPD.

```
61
Properties=species:S:1:pos:R:3:forces:R:3:lowdin_spin:R:1
Au -0.014974 -0.881000 0.358462 -0.202 0.349 -0.180 0.510
Cl 3.668996 5.516114 -0.413813 -0.003 0.013 0.000 0.125
S -3.270598 1.516209 -1.644913 -0.067 -0.062 -0.088 0.003
P -2.271300 -1.395975 0.546038 0.057 -0.577 0.261 0.061
O -0.028171 1.334609 0.972090 0.010 0.021 0.139 0.336
O -3.412467 -0.527277 1.204920 0.092 0.083 -0.027 0.029
O -2.116858 -2.634589 1.536404 -0.085 -0.027 -0.056 0.012
O -2.180454 0.780216 -0.891054 0.117 0.099 -0.048 0.013
O -2.950993 -2.051077 -0.708723 -0.058 0.183 -0.087 0.016
N 2.107772 -0.550183 0.184520 0.193 -0.131 0.000 0.096
N 0.721158 -2.825346 -0.362283 0.107 -0.203 0.101 0.151
C 4.834444 -3.124376 0.153900 -0.022 0.054 0.006 0.000
C 2.837451 -1.773572 0.074969 -0.184 0.144 -0.002 0.002
C 4.128830 -4.239523 -0.191544 -0.029 -0.015 0.002 0.012
C 2.727565 -4.166807 -0.382274 0.029 -0.096 -0.036 0.005
C 4.182887 -1.881329 0.297126 0.100 -0.087 -0.002 0.011
C 2.077262 -2.931456 -0.229646 -0.032 0.088 -0.037 0.017
C 2.144658 1.900256 0.125639 0.025 -0.144 -0.020 0.106
C -2.930709 4.112230 -1.006604 0.011 -0.012 -0.005 0.001
C 1.348182 4.593481 0.581873 -0.054 -0.007 0.022 -0.018
C 1.936191 -5.291918 -0.712069 0.039 0.026 0.014 -0.004
C 0.827342 2.196602 0.682964 -0.007 -0.059 -0.008 0.086
C 0.497900 3.587706 0.914417 0.048 0.058 0.000 0.147
C -3.176096 0.015361 2.527057 0.004 0.065 -0.063 0.003
C 2.598445 4.279661 0.010263 0.091 -0.087 -0.047 0.222
C -2.575586 3.126448 -2.112177 0.016 0.032 -0.007 0.001
C 0.586014 -5.153836 -0.858276 -0.026 0.027 -0.006 0.004
C -4.372974 2.258934 -0.397965 -0.007 0.004 0.017 0.000
C 0.008310 -3.891439 -0.653911 -0.009 0.001 -0.028 0.008
C -4.364797 3.767649 -0.618335 -0.015 -0.002 -0.007 0.000
C 2.693820 0.562993 -0.051016 -0.059 0.118 0.036 0.002
C -2.641298 -1.830036 -2.100833 -0.015 -0.055 0.025 0.001
C 2.982023 2.939642 -0.196030 -0.040 0.140 0.017 0.030
C -3.256420 -3.462843 1.895207 0.023 0.009 0.064 0.004
H -4.112677 0.463590 2.841605 -0.011 -0.013 0.002 0.000
H -3.532426 -3.243372 2.923561 -0.006 0.003 -0.002 0.000
H -4.099793 -3.282074 1.233127 0.001 0.005 -0.006 0.000
H -5.045836 4.038988 -1.427393 -0.003 0.003 0.007 0.000
H -0.466095 3.783964 1.362968 0.007 -0.002 0.010 0.005
H -3.299072 -1.067730 -2.503056 -0.010 0.011 -0.005 0.000
H -2.824755 -2.777034 -2.600655 0.007 -0.002 0.000 0.000
H -1.512990 2.951086 -2.274939 0.006 0.031 -0.013 0.000
H 2.413306 -6.255570 -0.838918 0.000 0.001 -0.007 0.000
H -1.062869 -3.756076 -0.726279 -0.007 -0.021 0.028 0.001
H -1.601782 -1.529042 -2.222792 -0.006 0.027 0.006 0.000
H -3.036529 3.406367 -3.060843 -0.007 -0.012 0.003 0.000
H -2.938856 -4.498049 1.814848 0.013 -0.001 0.003 0.000
H -5.352926 1.791452 -0.466423 -0.002 0.008 0.001 0.000
H 3.725195 0.542318 -0.402559 0.002 -0.003 0.003 0.002
H 5.899143 -3.184149 0.329751 0.000 0.004 0.004 0.000
H -0.046784 -5.992218 -1.109994 -0.004 0.003 0.000 0.001
H -2.393538 0.773429 2.478598 -0.004 -0.004 -0.004 0.001
H -4.699572 4.291575 0.276154 0.011 -0.001 0.006 0.000
H 1.093264 5.631019 0.749935 -0.020 -0.007 0.010 -0.004
H -2.270588 3.963397 -0.148354 -0.003 0.014 -0.012 0.001
H -2.891514 -0.774860 3.219235 -0.011 -0.004 0.015 0.000
H 4.622898 -5.195674 -0.304383 0.007 0.006 -0.002 0.001
H -2.823201 5.142347 -1.343682 0.000 0.003 0.002 0.000
H 3.966016 2.747300 -0.605172 0.001 -0.008 0.002 -0.002
H 4.761426 -1.023509 0.614199 -0.005 0.002 -0.004 0.001
H -3.906897 1.981498 0.548081 -0.006 0.007 0.004 0.000
```
Forces are in eV/Å.

Calculated values
spin multiplicity = 3
expectation value of S² = 2.0416
charge = +2
HOMO (alpha / beta) = -13.9 / -14.2 eV
gap between HOMO and LUMO (alpha / beta) = 7.50 / 5.82 eV

Here is a cluster of 3 separate species, C23H27BrNO2S in total from the OMol25 dataset. Energies are from ωB97M-V/def2-TZVPD.

```
55
Properties=species:S:1:pos:R:3:forces:R:3:nbo_charge:R:1
Br -0.539636 -1.590100 1.743208 -0.106 -0.131 0.154 0.037
S -2.698826 -1.789611 -3.259157 0.169 -0.881 -0.863 1.187
O -4.082099 -1.639465 -4.114892 0.994 1.104 0.157 -0.630
O -6.210335 -1.952564 -3.798152 -0.079 -0.048 -0.263 -0.095
N -5.236764 -2.399162 -3.452603 -0.821 -0.625 0.626 0.444
C 4.004618 -3.231101 3.595878 -0.017 0.001 0.012 -0.210
C 3.480484 3.516193 1.825695 -0.002 0.004 -0.003 -0.206
C -1.682277 2.604612 -1.302573 -0.109 -0.355 -0.215 -0.149
C 1.482912 1.595607 1.997444 -0.032 0.017 -0.035 -0.175
C 5.155930 -4.005350 3.583602 0.009 -0.001 0.001 -0.205
C 4.181778 -2.935072 1.215814 -0.018 0.018 -0.010 -0.210
C 5.337153 -3.703725 1.205102 0.003 -0.006 -0.011 -0.215
C -3.420216 4.242523 -0.503978 0.024 -0.411 -0.160 -0.635
C -1.811807 -0.274729 -3.738426 -0.293 0.500 0.729 -0.553
C 2.168155 3.900279 2.064419 -0.008 0.017 -0.022 -0.217
C -3.068409 -1.580381 -1.539656 -0.209 0.315 0.729 -0.617
C 3.794347 2.172958 1.673456 0.013 0.001 -0.007 -0.206
C -3.905104 2.493712 -2.234904 0.459 -0.305 0.089 -0.200
C 1.169162 2.940307 2.146814 -0.010 -0.004 -0.030 -0.232
C 5.822716 -4.240311 2.389134 -0.002 0.000 0.000 -0.206
C 2.796633 1.212232 1.761931 -0.036 -0.007 -0.032 -0.237
C -1.299082 1.519214 -2.080270 -0.477 0.058 0.041 -0.203
C -2.223869 0.925660 -2.929471 -0.071 -0.240 -0.436 -0.106
C -1.837669 -2.002696 -0.726766 -0.618 -0.139 -0.023 -0.440
C -3.531125 1.411930 -3.014244 0.224 0.351 0.214 -0.211
C -2.178607 -1.881004 0.755481 0.437 -0.013 -0.086 -0.431
C 3.517138 -2.698585 2.410967 0.002 -0.004 -0.021 -0.223
C -2.985314 3.088888 -1.367632 -0.056 0.317 0.166 0.008
H 4.259227 4.264470 1.760043 0.006 0.003 0.007 0.219
H 3.488157 -3.042732 4.528049 -0.004 -0.004 0.005 0.216
H -0.954253 3.039277 -0.636826 0.037 0.213 0.118 0.227
H -0.977388 -1.386351 -0.958245 0.155 0.066 -0.132 0.234
H -0.778913 -0.546230 -3.542380 0.228 -0.057 -0.102 0.264
H 2.617096 -2.096842 2.418645 -0.026 0.004 0.022 0.199
H 4.817625 1.873837 1.487903 0.006 -0.005 0.013 0.219
H -3.370235 -0.568380 -1.279432 0.019 0.221 -0.363 0.273
H 1.925137 4.947551 2.188619 0.002 0.007 0.002 0.216
H 5.859201 -3.884820 0.274606 0.003 -0.005 -0.004 0.215
H -3.815089 3.865509 0.435352 -0.039 -0.013 0.207 0.231
H 3.800070 -2.518980 0.291363 0.007 0.008 -0.004 0.204
H -4.914107 2.868900 -2.280347 -0.151 0.108 -0.054 0.227
H 0.144895 3.240248 2.331577 -0.006 0.002 0.042 0.205
H -2.614741 -2.796274 1.130586 -0.125 -0.099 0.102 0.235
H -2.589293 4.899726 -0.283571 0.086 0.200 0.033 0.231
H -4.217512 4.788087 -0.992631 -0.076 0.258 -0.037 0.227
H 6.722128 -4.841665 2.381177 0.007 -0.003 0.001 0.218
H -2.839472 -1.051491 0.965954 -0.035 0.216 0.068 0.222
H 0.700200 0.849445 2.062949 0.070 0.085 0.023 0.197
H -4.254717 0.968208 -3.679783 -0.022 -0.122 -0.165 0.222
H 5.534700 -4.425351 4.505951 0.008 0.004 0.007 0.218
H -0.294073 1.133593 -2.024228 0.225 -0.024 0.038 0.222
H -1.957173 -0.162174 -4.807193 -0.116 -0.221 -0.219 0.284
H -1.641083 -3.046888 -0.944507 0.462 -0.100 -0.098 0.234
H -3.897037 -2.236099 -1.288460 -0.108 -0.257 -0.222 0.265
H 3.046761 0.165167 1.648613 0.020 -0.016 0.010 0.213
```
Forces are in eV/Å.

Calculated values
charge = +1
HOMO = -10.9 eV
gap between HOMO and LUMO = 6.21 eV

Here is a structure of composition C23H27ClN3O4PW from the OMol25 dataset. Energies are from ωB97M-V/def2-TZVPD.

```
60
Properties=species:S:1:pos:R:3:forces:R:3:lowdin_spin:R:1
W 0.314822 0.771687 -0.418015 -0.203 -0.828 -1.535 1.694
Cl -0.390699 1.360330 5.361622 -0.181 -0.299 0.149 0.004
P -1.190510 1.678170 -2.349564 -0.043 -1.838 0.562 -0.010
O 0.047034 4.567003 0.645086 0.914 -2.338 -0.444 0.020
O 0.784363 2.690191 -0.418890 -0.313 0.741 1.172 0.070
O -1.016622 4.126676 4.874001 0.266 -0.196 -0.569 0.001
O -0.481061 5.381775 3.129948 -0.012 -1.665 0.290 0.000
N -0.124697 -2.861686 -0.410690 0.648 -0.620 -0.489 0.022
N -0.200220 0.617163 2.851327 -0.278 2.194 -0.042 0.005
N 0.012017 1.212138 1.592530 0.517 -1.489 1.015 0.019
C -0.661554 -3.544530 -1.622151 1.052 -0.963 1.226 0.003
C 1.370689 -2.773715 -0.337731 -1.180 2.160 0.518 0.003
C 1.737468 -0.427298 -1.224684 0.003 -0.302 0.108 -0.017
C -0.530048 2.948367 -3.431714 -0.333 0.463 0.204 -0.003
C -1.126834 -1.619984 3.314752 0.543 0.120 0.704 0.001
C -0.325254 1.641903 3.723212 0.083 -0.163 0.677 0.010
C 2.474329 -2.228567 -2.623180 -0.151 0.930 1.299 -0.006
C 2.808941 0.040671 -3.358917 0.382 1.506 -1.522 0.001
C 0.373613 -3.459142 3.686974 1.002 -0.516 -0.994 0.000
C 2.781328 -1.311435 -3.622923 0.062 -0.086 -0.573 0.016
C -2.564248 2.350952 -1.411425 0.575 1.572 -0.451 0.006
C 1.473701 -2.616227 3.494706 0.863 -0.157 0.121 0.001
C 2.264751 0.492062 -2.162710 -0.211 -0.185 0.632 0.019
C -0.243192 2.905704 3.085288 -0.303 -1.187 0.738 0.005
C -0.035191 -0.756185 3.213574 0.326 -1.392 -0.623 0.000
C 1.260134 -1.245728 3.338563 1.622 0.058 -0.579 0.000
C 0.317514 3.366428 0.654230 -0.544 2.536 -1.228 0.015
C 0.033767 2.527505 1.825800 0.139 0.690 -1.550 0.014
C -2.149826 0.392779 -3.232405 0.432 0.134 0.067 -0.001
C 1.950537 -1.822286 -1.384426 -0.615 0.260 -0.668 0.022
C -0.850481 -1.698511 -0.060546 2.051 0.801 1.813 0.047
C -0.903007 -3.010427 3.556099 -0.627 3.282 0.267 0.000
C -0.595641 4.177401 3.747255 -0.427 2.369 1.124 0.001
H -1.688417 -3.251527 -1.731779 -0.432 0.070 -0.363 0.000
H -1.382203 3.495040 -3.894627 0.592 -0.089 0.484 -0.001
H -2.453456 -0.361852 -2.486631 -0.130 0.342 -0.552 0.000
H -0.024378 -3.215244 -2.431244 -0.310 -0.083 -0.825 0.001
H -3.318588 2.418737 -2.185075 -0.543 0.324 0.093 0.000
H 0.050445 2.530576 -4.240272 0.254 -0.297 -0.143 0.000
H -1.827182 -1.947375 0.290261 -1.006 0.104 -0.249 -0.001
H -0.291766 5.278011 2.177944 0.107 0.030 0.014 0.000
H -0.934235 -0.882021 -0.849529 -0.274 -0.119 -0.519 0.016
H 2.161146 -0.585355 3.235226 -1.076 -0.512 0.074 0.000
H 2.974827 -1.708711 -4.627045 0.458 0.322 0.497 0.001
H -2.293018 3.387778 -1.091529 -0.500 -0.906 0.285 0.000
H -2.970854 0.851737 -3.763076 -0.757 0.363 0.501 -0.001
H 0.125237 3.577636 -2.800737 -0.476 0.026 -0.461 0.000
H -2.915422 1.660540 -0.657543 0.006 0.124 0.415 0.003
H -1.679635 -0.052517 -4.079848 1.092 -0.737 -0.206 0.000
H -0.618464 -4.680004 -1.542963 0.068 1.496 0.074 0.000
H 1.535770 -2.312949 0.672862 0.333 -0.824 -0.782 0.001
H -2.071194 -1.086739 3.372526 -0.388 -0.717 -0.313 0.000
H 2.524394 -3.041666 3.436122 -1.501 0.677 0.383 0.000
H 2.788865 -3.216987 -2.821403 -0.345 -1.278 0.006 0.000
H 0.496115 -4.522415 3.781169 0.347 -0.248 0.322 0.000
H 3.268804 0.770650 -4.112172 -0.902 -1.143 1.207 0.000
H -1.736456 -3.608824 3.785595 -0.857 -0.845 -0.059 0.000
H -0.408219 -1.180896 0.882388 -0.289 -1.059 -1.220 0.013
H 2.245785 1.534393 -1.878196 0.334 0.419 -0.360 0.006
H 1.826158 -3.723183 -0.465392 0.137 -1.036 0.276 0.000
```
Forces are in eV/Å.

Calculated values
spin multiplicity = 3
expectation value of S² = 2.0212
charge = +2
HOMO (alpha / beta) = -14.6 / -14.8 eV
gap between HOMO and LUMO (alpha / beta) = 6.75 / 7.19 eV
energy relative to the best compared isomer or geometry (same formula, charge and spin) = 0.992 eV

Here is the molecule C23H27ClN4O3S from the OMol25 dataset. Energies are from ωB97M-V/def2-TZVPD.

```
59
Properties=species:S:1:pos:R:3:forces:R:3:nbo_charge:R:1
Cl -5.898593 -1.716290 6.002051 -0.166 -0.056 0.126 -0.008
S -0.847634 -0.189674 -3.067978 0.200 -0.007 0.237 2.306
O -1.501520 -0.025134 -4.328633 0.174 -0.122 -0.096 -0.920
O -1.647727 -0.019001 -1.880078 0.060 -0.090 -0.111 -0.961
O 2.644757 -0.270390 0.069069 0.415 -0.064 0.061 -0.696
N -1.467520 -0.253940 2.373704 0.120 0.162 -0.374 -0.445
N 0.555045 0.399203 0.512845 -0.243 -0.223 -0.141 -0.434
N 2.028296 -0.708968 -2.468411 0.384 -0.021 -0.050 -0.570
N 0.391038 0.878406 -2.955635 -1.185 -0.220 -0.470 -0.786
C 1.861019 -3.108607 -2.463329 -0.089 0.052 0.017 -0.229
C -2.951086 0.299355 4.227012 0.192 -0.021 -0.148 -0.264
C 1.267913 -1.854206 -2.628316 -0.082 -0.271 -0.113 0.144
C 1.571696 0.563872 -2.597421 0.830 -0.602 -0.082 0.521
C -3.998207 -0.040356 5.061982 -0.175 -0.207 0.025 -0.210
C -4.593888 -1.283646 4.949121 0.130 0.118 -0.070 -0.063
C -0.223088 -4.180386 -3.014457 -0.215 0.154 -0.038 -0.233
C 2.598235 1.646618 -2.388479 -0.005 0.146 0.173 -0.461
C -2.480516 -0.589604 3.254585 -0.339 -0.050 0.337 0.174
C -0.076157 -1.793790 -2.973275 0.038 1.006 0.025 -0.309
C 3.355692 3.780293 -1.373870 -0.159 -0.226 -0.009 -0.599
C 0.920470 3.360806 -1.575173 0.043 -0.113 0.091 -0.625
C -3.110084 -1.837038 3.156903 0.099 0.047 0.020 -0.195
C -1.032578 1.113029 2.224228 -0.009 0.110 -0.211 -0.210
C 2.268698 2.697343 -1.301632 0.044 0.105 0.004 -0.005
C -0.407778 -1.190576 2.072337 0.158 -0.121 -0.220 -0.202
C 2.333346 2.079025 0.117477 0.107 -0.043 -0.078 -0.498
C -0.819090 -2.940853 -3.167185 -0.066 -0.291 -0.051 -0.170
C 1.116257 -4.255324 -2.654350 0.115 0.124 0.045 -0.176
C -0.509535 1.331124 0.795921 -0.264 0.356 0.327 -0.226
C 1.842787 0.647124 0.230270 0.236 0.280 0.365 0.696
C -4.149188 -2.183808 3.993822 -0.013 0.064 0.126 -0.228
C 0.090086 -0.968638 0.644657 0.096 -0.549 0.204 -0.256
H 2.901096 -3.168268 -2.179519 0.127 -0.008 0.014 0.220
H 0.114867 2.635773 -1.594404 -0.110 0.138 0.069 0.242
H 3.207059 4.514009 -0.585110 -0.010 0.099 0.098 0.213
H -1.316058 1.137586 0.079731 0.078 0.145 0.107 0.242
H 1.583680 -5.219574 -2.523116 0.053 -0.069 0.012 0.221
H 1.825745 2.735219 0.822792 0.013 0.086 0.009 0.219
H 0.436874 -1.039169 2.766682 -0.036 -0.082 -0.018 0.176
H -0.760839 -2.213188 2.185541 0.030 0.039 -0.004 0.215
H -4.623480 -3.148161 3.899624 -0.057 -0.077 -0.002 0.226
H -2.799873 -2.538067 2.398192 0.020 -0.051 -0.097 0.208
H 3.385542 2.028093 0.410753 -0.127 -0.060 0.036 0.238
H 2.923264 -0.838076 -2.009519 -0.278 0.190 -0.025 0.440
H -1.879205 1.781710 2.379200 0.050 0.006 0.020 0.217
H 0.919412 -1.641135 0.420648 -0.138 0.082 0.023 0.243
H -0.726852 -1.121822 -0.067427 0.075 -0.040 0.114 0.231
H -2.489750 1.265545 4.354950 0.071 0.082 -0.011 0.215
H -0.174980 2.358756 0.688198 0.002 -0.024 -0.041 0.214
H 4.348252 3.350457 -1.257898 0.135 -0.054 0.034 0.207
H 3.559205 1.188033 -2.149009 0.028 0.022 -0.072 0.222
H 0.714092 4.120915 -0.823785 0.020 0.107 0.113 0.202
H 3.316625 4.297495 -2.329295 -0.013 0.080 -0.122 0.212
H 0.942881 3.844712 -2.548325 -0.061 0.062 -0.145 0.217
H -0.235402 1.364657 2.945378 -0.065 0.060 0.002 0.169
H 2.692681 2.178914 -3.337363 0.033 -0.048 -0.041 0.245
H -1.858131 -2.836616 -3.435886 -0.158 -0.090 -0.049 0.237
H -0.795045 -5.081874 -3.167394 -0.069 -0.065 -0.016 0.223
H -4.342806 0.658105 5.808599 -0.045 0.042 0.071 0.226
```
Forces are in eV/Å.

Calculated values
SMILES string = CC(C)(CC(=O)N1CCN(c2ccc(Cl)cc2)CC1)CC1=NS(=O)(=O)c2ccccc2N1
HOMO = -7.8 eV
gap between HOMO and LUMO = 8.28 eV

| no. | molecular weight (g/mol) | calculated total energy (eV) |
| --- | --- | --- |
| 1 | 706.94 | -73831.545 |
| 2 | 461.44 | -110741.674 |
| 3 | 659.75 | -60568.207 |
| 4 | 475.01 | -59750.910 |